Record 1
Here is 8 unconnected molecules or ions with the total composition C21H40Br14IN2O in a non-equilibrium geometry from the Open Molecules 2025 dataset. Energies are from ωB97M-V/def2-TZVPD.

strongest force on any atom = 2.4 eV Å⁻¹
Kohn-Sham gap = 0.267 Eh
2S+1 = 1
lowest unoccupied orbital energy = -4.15 eV
E_HOMO = -11.405 eV
total charge = +1
E = -1016143.9042 eV

Last column: Mulliken charge in e.
Cartesian coordinates (Å):
1 N -4.066 4.415 0.768  -0.313
2 C -3.791 5.697 0.293  0.639
3 O -4.209 6.081 -0.810  -0.602
4 C -3.003 6.635 1.178  -0.894
5 C -1.524 6.275 1.378  -1.375
6 C -0.826 5.636 0.171  0.921
7 C 0.636 5.533 0.563  -0.570
8 N 1.228 4.556 0.002  0.490
9 C 0.285 3.805 -0.841  -0.609
10 I 0.436 4.301 -2.911  0.211
11 C -1.039 4.151 -0.187  -0.815
12 H -3.418 4.142 1.497  0.298
13 H -3.964 3.754 -0.005  -0.051
14 H -3.111 7.629 0.788  0.446
15 H -3.477 6.649 2.153  0.391
16 H -1.367 5.674 2.265  0.465
17 H -1.010 7.210 1.550  0.432
18 H -0.781 6.266 -0.713  0.268
19 H 1.080 6.227 1.252  0.488
20 H 2.216 4.359 0.160  -0.030
21 H 0.548 2.764 -0.768  0.267
22 H -1.264 3.535 0.669  0.442
23 H -1.755 3.952 -0.968  0.360
24 Br -0.540 0.347 -3.920  -0.088
25 C 0.752 0.017 -2.500  0.262
26 C 0.127 -0.661 -1.317  -0.649
27 Br -0.939 0.591 -0.259  -0.126
28 H 1.191 0.978 -2.249  0.215
29 H 1.515 -0.612 -2.946  -0.353
30 H 0.891 -1.032 -0.638  0.371
31 H -0.534 -1.475 -1.595  0.412
32 Br 0.940 -3.029 4.357  -0.154
33 C -0.548 -3.990 3.545  -0.556
34 C -0.096 -5.273 2.906  -0.405
35 Br 0.823 -4.963 1.215  -0.125
36 H -1.011 -3.308 2.841  0.383
37 H -1.237 -4.195 4.361  0.352
38 H -0.953 -5.894 2.659  0.370
39 H 0.588 -5.833 3.533  0.122
40 Br 5.711 -2.789 -6.303  -0.134
41 C 3.906 -2.958 -5.598  -0.642
42 C 3.373 -1.631 -5.138  -0.368
43 Br 4.125 -1.072 -3.431  -0.163
44 H 3.944 -3.702 -4.812  0.367
45 H 3.305 -3.334 -6.420  0.299
46 H 2.298 -1.689 -4.968  0.159
47 H 3.585 -0.835 -5.843  0.462
48 Br 2.566 -6.180 -6.063  -0.124
49 C 0.789 -6.457 -5.322  -0.577
50 C 0.212 -5.208 -4.711  -0.602
51 Br 1.053 -4.844 -2.987  -0.112
52 H 0.884 -7.253 -4.592  0.367
53 H 0.182 -6.801 -6.155  0.370
54 H -0.845 -5.349 -4.497  0.365
55 H 0.340 -4.324 -5.325  0.334
56 Br -4.392 1.955 -1.563  -0.076
57 C -6.292 1.713 -1.924  -0.607
58 C -7.115 1.907 -0.681  -0.572
59 Br -6.974 0.381 0.517  -0.117
60 H -6.397 0.723 -2.353  0.374
61 H -6.542 2.463 -2.671  0.359
62 H -8.169 1.985 -0.935  0.354
63 H -6.814 2.780 -0.112  0.332
64 Br 4.541 -7.648 6.972  -0.126
65 C 3.732 -5.965 6.430  -0.552
66 C 2.400 -5.746 7.094  -0.513
67 Br 1.008 -6.847 6.294  -0.140
68 H 3.660 -5.985 5.348  0.336
69 H 4.436 -5.193 6.733  0.346
70 H 2.069 -4.719 6.955  0.251
71 H 2.413 -5.983 8.151  0.409
72 Br 2.665 2.843 4.670  -0.091
73 C 2.336 2.139 2.890  -0.211
74 C 3.605 2.010 2.092  -0.576
75 Br 4.258 3.743 1.467  -0.140
76 H 1.614 2.802 2.423  -0.018
77 H 1.882 1.162 3.037  0.347
78 H 3.434 1.422 1.193  0.301
79 H 4.417 1.569 2.660  0.437

=====

Record 2
Here is a molecular structure, C21H40Cl3N2O4ScSi in a non-equilibrium geometry from the Open Molecules 2025 dataset. Energies are from ωB97M-V/def2-TZVPD.

strongest force on any atom = 2.8 eV Å⁻¹
Kohn-Sham gap = 0.146 Eh
2S+1 = 1
lowest unoccupied orbital energy = -0.02 eV
E_HOMO = -4.000 eV
energy above the lowest of the compared OMol25 structures with the same formula, charge and spin = 82.1 kJ/mol
total charge = 0
E = -99744.4548 eV

Last column: Mulliken charge in e.
Cartesian coordinates (Å):
1 C 1.857 -1.569 -3.819  -1.555
2 C 1.061 -0.378 -3.329  1.555
3 H 2.312 -1.367 -4.795  0.382
4 H 1.204 -2.451 -3.894  0.156
5 H 2.708 -1.774 -3.159  0.328
6 C 0.447 0.434 -4.277  -0.781
7 C 0.135 0.097 -5.694  -1.591
8 H 0.346 1.500 -4.077  0.242
9 H -0.535 -0.774 -5.846  0.236
10 H 1.000 -0.059 -6.366  0.309
11 H -0.374 0.977 -6.127  0.372
12 Sc -0.632 -1.054 2.900  0.246
13 Cl 1.596 -1.264 3.885  -0.488
14 Cl -2.038 -2.864 3.542  -0.526
15 C 0.531 1.732 2.523  0.263
16 O -0.494 0.983 2.517  -0.192
17 N 0.417 3.056 2.543  0.386
18 C -0.894 3.679 2.397  -0.848
19 C 1.582 3.916 2.691  -0.866
20 H 1.525 1.277 2.516  0.388
21 H -1.665 2.939 2.622  0.256
22 H -1.040 4.019 1.357  0.143
23 H -0.979 4.537 3.079  0.386
24 H 2.444 3.280 2.908  0.287
25 H 1.442 4.622 3.523  0.327
26 H 1.792 4.468 1.765  0.274
27 H -1.972 -1.884 -1.860  0.150
28 H -2.490 0.945 -2.616  0.312
29 C -2.890 -1.586 -1.326  -0.888
30 C -3.199 0.844 -1.769  -1.011
31 N -2.772 -0.213 -0.852  0.407
32 H -3.053 -2.273 -0.487  0.272
33 C -2.360 0.109 0.398  0.613
34 O -2.332 -0.680 1.364  -0.651
35 H -3.231 1.794 -1.201  0.247
36 H -2.092 1.192 0.500  -0.050
37 H -3.736 -1.611 -2.024  0.363
38 H -4.201 0.607 -2.173  0.416
39 O 0.381 -0.734 -2.013  -0.097
40 C 1.412 0.204 -1.889  -1.156
41 C -0.075 2.267 -1.747  0.490
42 C 1.165 1.633 -1.590  0.650
43 H -0.921 1.704 -2.154  0.052
44 C -0.247 3.609 -1.368  -0.767
45 H 2.269 -0.257 -1.383  0.473
46 C 2.277 2.422 -1.233  -0.698
47 H -1.252 4.029 -1.284  0.491
48 C 0.869 4.386 -1.059  -0.714
49 C 2.129 3.781 -0.962  -0.583
50 H 3.265 1.955 -1.210  0.397
51 H 0.746 5.442 -0.823  0.405
52 H 2.990 4.365 -0.676  0.470
53 Si 0.441 -3.714 0.319  0.750
54 Cl 0.460 -1.353 0.816  0.051
55 C -1.218 -4.536 0.388  -0.823
56 C 1.239 -4.373 1.915  -1.060
57 C 1.609 -4.268 -1.009  -0.985
58 H -2.051 -3.943 0.020  0.115
59 H -1.438 -4.738 1.438  0.261
60 H -1.198 -5.477 -0.179  0.388
61 H 1.072 -4.485 -1.945  0.329
62 H 2.087 -5.186 -0.607  0.439
63 H 2.370 -3.499 -1.205  0.184
64 H 1.656 -3.609 2.577  0.212
65 H 2.059 -5.058 1.643  0.331
66 H 0.470 -4.902 2.488  0.310
67 C -0.058 0.063 6.097  -0.752
68 O -0.898 -0.372 4.990  -0.215
69 H 0.988 0.179 5.771  0.263
70 H -0.107 -0.673 6.907  0.383
71 H -0.445 1.052 6.370  0.234
72 H -1.469 -1.122 5.260  0.303

=====

Record 3
Here is a molecular structure, C21H40Cl3N4O4PdSi in a non-equilibrium geometry from the Open Molecules 2025 dataset. Energies are from ωB97M-V/def2-TZVPD.

strongest force on any atom = 2.4 eV Å⁻¹
Kohn-Sham gap (alpha / beta) = 0.232 / 0.184 Eh
2S+1 = 3
⟨S²⟩ = 2.0050
lowest unoccupied orbital energy (alpha / beta) = 2.09 / 0.79 eV
E_HOMO (alpha / beta) = -4.210 / -4.210 eV
energy above the lowest of the compared OMol25 structures with the same formula, charge and spin = 0.0 kJ/mol
total charge = -1
E = -85503.3949 eV

Last column: Mulliken charge in e.
Cartesian coordinates (Å):
1 C -4.966 -1.198 0.753  -1.647
2 C -3.538 -1.626 0.644  0.680
3 H -5.621 -2.035 0.474  0.483
4 H -5.232 -0.337 0.120  0.185
5 H -5.168 -0.947 1.809  0.313
6 C -3.197 -2.924 0.598  0.494
7 C -4.106 -4.080 0.761  -1.782
8 H -2.161 -3.213 0.543  0.290
9 H -4.771 -4.191 -0.083  0.375
10 H -4.737 -4.062 1.650  0.337
11 H -3.487 -4.976 0.753  0.400
12 Pd 2.073 2.553 -0.302  -0.078
13 Cl 1.063 3.731 1.504  -0.583
14 Cl -1.727 3.318 -3.004  -0.551
15 C 3.969 1.482 1.572  0.489
16 O 4.353 1.701 0.400  -0.735
17 N 4.251 0.376 2.279  0.261
18 C 4.924 -0.734 1.654  -0.923
19 C 3.931 0.179 3.675  -0.768
20 H 3.366 2.216 2.144  0.144
21 H 5.200 -0.510 0.625  0.271
22 H 4.271 -1.610 1.668  0.240
23 H 5.820 -0.956 2.245  0.336
24 H 3.350 1.013 4.069  0.248
25 H 4.864 0.060 4.237  0.335
26 H 3.374 -0.750 3.803  0.189
27 H -1.556 -2.188 -3.175  0.164
28 H -0.054 -4.097 -1.503  0.311
29 C -0.564 -2.355 -3.614  -0.927
30 C 0.802 -3.688 -2.057  -0.951
31 N 0.452 -2.371 -2.577  0.208
32 H -0.358 -1.555 -4.326  0.353
33 C 1.190 -1.242 -2.332  0.114
34 O 1.054 -0.188 -2.954  -0.584
35 H 1.671 -3.619 -1.395  0.256
36 H 1.947 -1.348 -1.522  0.357
37 H -0.563 -3.332 -4.103  0.355
38 H 1.032 -4.376 -2.883  0.398
39 O -2.600 0.274 -0.574  -0.152
40 C -2.543 -0.445 0.630  -0.804
41 C -0.342 -1.796 0.525  0.629
42 C -1.148 -0.902 1.217  0.654
43 H -0.585 -1.989 -0.523  0.788
44 C 0.758 -2.420 1.155  -1.166
45 H -2.912 0.137 1.498  0.058
46 C -0.862 -0.593 2.556  -0.631
47 H 1.430 -3.084 0.605  0.045
48 C 1.039 -2.100 2.496  -0.523
49 C 0.218 -1.212 3.198  -0.868
50 H -1.500 0.103 3.104  0.316
51 H 1.888 -2.579 3.006  0.504
52 H 0.471 -0.929 4.230  0.320
53 Si -2.917 1.904 -1.885  0.792
54 Cl 1.422 0.628 0.404  0.522
55 C -2.318 0.446 -2.979  -0.831
56 C -2.499 2.707 -0.240  -0.742
57 C -4.563 2.719 -2.616  -1.247
58 H -1.286 0.193 -2.666  0.015
59 H -2.244 0.709 -4.045  0.280
60 H -2.979 -0.422 -2.878  0.348
61 H -4.893 2.123 -3.481  0.297
62 H -4.359 3.739 -3.007  0.308
63 H -5.376 2.825 -1.880  0.311
64 H -1.470 2.420 0.034  -0.017
65 H -3.212 2.368 0.518  0.225
66 H -2.514 3.802 -0.293  0.363
67 N 3.883 4.968 1.056  -0.150
68 C 3.944 4.769 -0.257  0.892
69 N 5.119 5.113 -0.913  -0.526
70 O 2.997 4.302 -0.959  -0.755
71 H 4.656 5.399 1.513  0.164
72 H 3.003 4.778 1.554  0.078
73 H 5.164 4.812 -1.862  0.243
74 H 5.981 5.108 -0.389  0.203

=====

Record 4
Here is a molecular structure, C21H40I2NO10S4 in a non-equilibrium geometry from the Open Molecules 2025 dataset. Energies are from ωB97M-V/def2-TZVPD.

strongest force on any atom = 7.8 eV Å⁻¹
Kohn-Sham gap = 0.198 Eh
2S+1 = 1
lowest unoccupied orbital energy = 1.62 eV
E_HOMO = -3.760 eV
total charge = -1
E = -103929.0468 eV

Last column: Mulliken charge in e.
Cartesian coordinates (Å):
1 C -4.677 1.535 -2.235  -0.497
2 C -3.119 2.137 -2.151  -0.350
3 I -1.774 0.434 -2.511  0.065
4 C -2.794 2.891 -0.732  -0.566
5 I -2.435 1.300 0.792  -0.011
6 C -1.469 3.853 -0.736  0.311
7 N -0.627 3.797 -1.988  -0.589
8 C -1.831 5.462 -0.477  0.188
9 O -3.015 6.018 -0.752  -0.663
10 O -0.747 6.333 0.086  -0.759
11 H -5.206 1.948 -3.222  0.189
12 H -5.292 1.752 -1.259  -0.053
13 H -4.621 0.358 -2.390  0.233
14 H -3.026 2.890 -3.055  0.426
15 H -3.723 3.499 -0.314  0.479
16 H -0.812 3.535 0.209  0.163
17 H -1.161 4.011 -2.858  0.231
18 H -0.051 2.931 -2.064  0.247
19 C 3.252 -2.303 -1.858  0.244
20 C 2.537 -2.363 -0.509  -0.310
21 C 1.047 -2.145 -0.769  -0.703
22 S 0.739 -2.735 -2.427  1.256
23 O 0.359 -1.609 -3.254  -0.634
24 O -0.049 -3.950 -2.362  -0.740
25 C 2.427 -3.166 -2.801  -0.986
26 H 4.284 -2.659 -1.786  -0.486
27 H 3.275 -1.268 -2.218  0.370
28 H 2.692 -3.350 -0.057  0.217
29 H 2.928 -1.618 0.190  0.165
30 H 0.429 -2.705 -0.064  0.340
31 H 0.786 -1.084 -0.733  0.407
32 H 2.638 -2.973 -3.854  0.500
33 H 2.558 -4.229 -2.578  0.359
34 C -9.436 0.378 2.038  -0.573
35 C -9.237 1.827 1.595  -0.641
36 C -7.752 2.012 1.286  -0.608
37 S -7.142 0.408 0.787  1.166
38 O -6.188 -0.050 1.775  -0.649
39 O -6.840 0.433 -0.630  -0.644
40 C -8.674 -0.470 1.031  -0.736
41 H -10.495 0.106 2.072  0.342
42 H -9.017 0.238 3.042  0.286
43 H -9.828 2.017 0.691  0.298
44 H -9.572 2.534 2.360  0.319
45 H -7.596 2.728 0.475  0.321
46 H -7.195 2.325 2.173  0.407
47 H -8.472 -1.482 1.387  0.386
48 H -9.196 -0.505 0.070  0.323
49 C 2.054 0.650 4.130  -0.624
50 C 0.929 -0.214 4.698  -0.605
51 C 0.210 -0.865 3.518  -0.580
52 S 1.421 -1.008 2.212  1.248
53 O 1.019 -0.153 1.115  -0.525
54 O 1.755 -2.406 2.023  -0.721
55 C 2.752 -0.213 3.090  -0.802
56 H 2.746 0.980 4.909  0.369
57 H 1.630 1.542 3.653  0.318
58 H 1.357 -0.991 5.343  0.275
59 H 0.235 0.374 5.307  0.349
60 H -0.167 -1.858 3.775  0.362
61 H -0.609 -0.239 3.153  0.124
62 H 3.366 0.362 2.396  0.396
63 H 3.353 -0.994 3.566  0.382
64 C 9.280 -2.059 -1.542  -0.559
65 C 8.882 -0.594 -1.377  -0.608
66 C 7.447 -0.449 -1.881  -0.726
67 S 6.669 -2.039 -1.637  1.271
68 O 6.353 -2.601 -2.933  -0.697
69 O 5.686 -1.931 -0.577  -0.668
70 C 8.112 -2.868 -0.999  -0.783
71 H 10.209 -2.290 -1.012  0.349
72 H 9.432 -2.284 -2.604  0.286
73 H 8.929 -0.320 -0.316  0.291
74 H 9.560 0.074 -1.918  0.322
75 H 6.899 0.313 -1.321  0.373
76 H 7.419 -0.219 -2.949  0.398
77 H 8.120 -3.909 -1.328  0.378
78 H 8.071 -2.818 0.093  0.366

=====

> Which value of strongest force on any atom does entry 1 give?

2.4 eV Å⁻¹

=====

> Which formula does entry 4 have?

C21H40I2NO10S4

=====

> Look up the total charge of the third one.

-1

=====

> Look up the total charge of the second one.

0